Record 1
Computed, not measured: a molecular structure, C24H80F3FeN12O17 in a non-equilibrium geometry, with wB97M-V/def2-TZVPD.

Summary:
<S²>: 8.7645
HOMO energy (alpha / beta), eV: -12.253 / -12.253
Net charge: +2
E_tot, Eh: -4461.41926
Kohn-Sham gap (alpha / beta), hartree: 0.2176 / 0.0949
Spin multiplicity: 6

```
137
C24H80F3FeN12O17, DFT wB97M-V/def2-TZVPD
Fe -0.0937 4.1591 -1.5467
F -0.6620 2.1674 2.0517
F 1.4691 2.2586 2.3080
F 0.5268 0.3352 2.0523
O -3.5120 1.6734 0.0810
O 5.7021 3.7598 -0.0907
O 3.5097 3.9424 1.6404
O -0.7462 -0.6364 -5.4332
O -1.8068 4.0855 -0.5063
O 2.6108 4.2601 4.5777
O 0.7075 2.9758 -0.2897
O -0.7342 2.8969 -2.9327
O -0.4452 1.1285 -0.4795
O -4.2210 -3.4233 -0.6218
O -1.4612 1.1894 6.2452
O 0.4129 5.7507 -0.4154
O 2.0173 -1.4768 -3.0166
O -2.3459 2.4939 -5.7786
O 2.0545 -5.6218 0.3465
O 0.8981 1.2489 -4.1586
O -0.3002 -3.8907 4.4562
N -3.3713 0.3321 1.9172
N 1.6682 -2.8441 3.9035
N 3.4412 2.3724 -2.6739
N -2.1113 -2.5294 -5.3675
N -4.8497 -0.1743 0.2021
N -4.1013 -4.7182 -4.1305
N -4.4196 3.4800 -5.4323
N -0.3376 -1.6788 3.8058
N -2.6839 -0.6322 -6.5978
N 1.5466 -3.2014 -0.6972
N 1.4903 2.3291 8.2066
N -3.9619 1.4471 -4.5162
C -5.9172 -3.6201 -2.9575
C 0.6508 1.6696 0.1436
C -4.4111 -3.8677 -2.9626
C 4.2575 2.3322 -1.4220
C -3.2338 -3.3452 0.3600
C 5.1522 3.5715 -1.3594
C 2.9407 -3.4988 -0.2526
C 0.8259 1.7678 7.0335
C 1.3831 0.4001 6.6792
C -0.5327 -0.3131 -0.6330
C -1.8004 -1.2386 -5.7186
C -1.3775 1.8842 5.0400
C 3.5159 -2.2006 0.2982
C -3.8855 0.6494 0.6799
C 6.5858 4.8839 -0.0787
C 5.0359 1.0649 -1.1589
C -3.4900 2.4640 -5.3362
C -0.6950 1.7517 7.2754
C -3.9283 -4.3678 -1.6199
C 2.9281 -4.6090 0.7973
C 0.5062 1.6266 1.6786
C 0.2841 -2.8944 4.0738
C -1.4758 -0.5654 -1.7719
C 2.0998 -6.7622 1.1860
H -1.3959 -3.1620 -5.0562
H 3.1023 3.4919 4.8893
H 1.7718 -6.5319 2.2070
H -1.0536 -0.2797 -2.7328
H 0.2702 0.5928 -4.5402
H -2.9032 -2.9852 -5.7938
H 4.2822 3.9375 1.0314
H -1.6858 2.8122 -3.1371
H 2.9537 -1.7176 1.0976
H 5.5690 1.1378 -0.2123
H -2.7326 1.0215 2.2651
H -2.5142 4.7496 -0.5802
H 3.4741 2.4546 -0.6576
H -2.4925 -0.1770 -1.6399
H 4.4588 4.4030 -1.5563
H -5.1844 -0.8980 0.8162
H -0.8672 -0.7061 0.3308
H -2.4936 0.3685 -6.5448
H 0.8039 -0.1361 5.9266
H 1.0119 2.4560 6.2033
H -1.3316 -1.7190 3.6762
H 7.6249 4.5536 -0.1070
H -3.2714 -4.2151 1.0280
H 2.8661 3.3702 1.2145
H 5.8019 0.8910 -1.9297
H 2.2853 -2.0094 -2.2435
H 1.3920 -7.4830 0.7824
H 3.9474 -4.9405 1.0318
H -2.1440 3.4254 0.1555
H -4.9242 1.4368 -4.2535
H 1.4276 -0.2593 7.5496
H 4.5403 -2.3830 0.6299
H 1.0052 2.0901 9.0727
H -3.6382 -0.9464 -6.6413
H -6.2320 -3.0379 -3.8252
H 4.1182 2.4404 -3.4450
H 1.0714 -1.6405 -3.1031
H -2.8557 -4.6112 -1.6040
H -0.4751 1.6806 4.4565
H -6.2085 -3.0701 -2.0606
H 1.0035 6.5173 -0.5338
H -3.9450 -2.8892 -3.1439
H -0.8919 1.2937 8.2494
H 6.4020 5.5763 -0.9033
H 6.4477 5.4683 0.8327
H -1.6673 2.9273 5.2168
H 1.5637 1.1132 -0.1271
H 0.4127 -0.8091 -0.8842
H 4.4723 0.1343 -1.2636
H -1.7745 -1.6234 -1.8179
H -4.3417 -5.6772 -3.8768
H -4.2036 4.3469 -5.8856
H 0.9731 -3.1492 0.1473
H 2.5038 -4.2338 1.7422
H -3.0863 -4.7227 -4.2316
H 2.4229 0.5505 6.3829
H 5.8188 3.5040 -2.2271
H -4.3880 -5.3541 -1.4403
H 1.7714 0.8576 -4.2512
H 3.0993 -7.2016 1.2253
H -5.3972 -0.0522 -0.6243
H 2.0964 -1.9734 3.6629
H 1.3947 3.3425 8.2368
H -2.1720 1.5077 4.3788
H 0.1781 -0.8625 3.5632
H 3.5158 -1.4908 -0.5316
H -0.2703 2.3554 -3.6371
H 1.1854 -4.0945 -1.0486
H -3.4090 -2.4872 1.0121
H -2.2388 -3.2654 -0.0704
H 3.4608 -3.9040 -1.1239
H -6.4976 -4.5439 -3.0226
H 2.6323 4.1868 3.6146
H -3.2908 0.7176 -4.3577
H -3.9147 -0.2029 2.5725
H -5.3573 3.3025 -5.1337
H -1.0085 2.7895 7.4921
H 0.3678 5.6026 0.5485
H 2.2645 -3.5852 4.2167
H 3.1847 1.3818 -2.7418
```

***

Record 2
Computed, not measured: 2 unconnected molecules or ions with the total composition C3H11NO2 in a non-equilibrium geometry, with wB97M-V/def2-TZVPD.

Summary:
Structure (SMILES): NCCCO.O
HOMO energy, eV: -9.068
E_tot, Eh: -326.08998
Energy above the lowest of the compared OMol25 structures with the same formula, charge and spin, kcal per mole: 26.04
Kohn-Sham gap, hartree: 0.3647

```
17
C3H11NO2, DFT wB97M-V/def2-TZVPD
O -1.6309 0.6136 -0.5398
O -4.4108 0.2911 1.8465
N 2.8373 -1.3127 -0.3822
C 2.1121 -0.0547 -0.1691
C -0.2251 0.9695 -0.6111
C 0.6154 -0.2352 -0.2027
H -3.7419 0.5860 1.2205
H 0.2193 -0.5432 0.7715
H 2.5072 -1.9108 -1.1096
H 0.1476 1.3018 -1.5849
H -0.2309 1.7798 0.1195
H -5.1523 0.4644 1.2726
H -1.6576 -0.3281 -0.3370
H 0.3439 -0.9962 -0.9523
H 2.6611 0.7591 -0.6614
H 3.2689 -1.6442 0.4573
H 2.3368 0.2598 0.8621
```

***

Record 3
Computed, not measured: a molecular structure, C10F30K2N5O20S10 in a non-equilibrium geometry, with wB97M-V/def2-TZVPD.

Summary:
HOMO energy, eV: -3.958
Net charge: -3
E_tot, Eh: -10337.16528
Kohn-Sham gap, hartree: 0.1659

```
77
C10F30K2N5O20S10, DFT wB97M-V/def2-TZVPD
K 0.0238 0.5078 3.5621
K -2.9986 -4.1181 -0.0974
S 1.3765 -2.7385 -0.4650
S -4.9373 3.5463 -7.2949
S 6.3101 -8.8231 7.9725
S -4.4011 4.9768 -9.3991
S 5.8890 2.7765 -3.6059
S 7.0815 1.8909 -5.7312
S 0.2489 -0.4028 -1.1763
S -8.2707 4.7089 2.7030
S -10.4076 4.2012 4.1079
S 7.0593 -9.1175 10.4326
F 8.3995 -7.1448 11.2546
F 2.4787 -1.9661 1.9339
F 9.4786 0.6843 -5.8431
F 8.6253 0.7376 -7.7801
F 6.9728 -6.8093 6.3181
F -5.8296 3.8352 3.5089
F -3.7064 4.0204 -11.8276
F 6.2398 0.2427 -2.2994
F 6.7062 -7.3797 12.6471
F -5.8292 1.6648 -5.4510
F 5.2015 -7.8683 5.5345
F 9.4950 2.5815 -6.8793
F -5.6079 4.9447 -11.8200
F 1.3054 -3.7398 2.0885
F 7.3557 1.9816 -1.4914
F -1.7799 0.8456 -2.3432
F -5.3265 2.9874 -10.8880
F 8.4209 -8.6523 12.8195
F -5.8004 5.1759 1.6590
F -1.9537 0.9478 -0.2176
F 5.3862 2.0144 -1.1279
F 5.0753 -6.5461 7.2505
F -6.1719 6.0336 3.6795
F -6.8711 1.6889 -7.3545
F -9.8842 3.8677 6.7742
F 3.1969 -3.9461 1.0329
F -2.3037 -0.9940 -1.2970
F -11.4839 2.6633 6.1852
F -7.1235 3.2483 -5.8446
F -11.7962 4.8734 6.3835
O 0.7568 -4.0355 -0.9084
O 6.3905 0.6072 -5.6509
O 1.0875 0.6766 -0.6773
O 0.6103 -0.8576 -2.4575
O 5.0552 -9.5528 8.1435
O -8.4045 3.5529 1.8184
O 8.1477 -10.0143 10.0822
O 4.7110 2.3321 -4.2453
O 6.4878 2.9154 -6.6096
O -4.0469 2.5697 -7.9012
O -2.9882 4.6430 -9.0224
O 5.9181 -9.8419 10.9702
O 7.5448 -9.4692 7.4405
O -4.6598 6.4112 -9.4620
O -8.7491 6.0031 2.1790
O -10.7687 2.9938 3.3172
O 5.8945 4.0982 -3.0054
O -4.4587 4.3043 -6.1197
O -11.3787 5.2261 3.7243
O 2.5340 -2.2909 -1.2781
N 6.6673 -7.9101 9.2220
N -8.7188 4.6351 4.2311
N 7.4417 2.4584 -4.3595
N -5.7016 4.4334 -8.2968
N 0.0956 -1.5042 -0.1103
C 6.2204 1.6033 -2.0113
C -1.5874 0.1627 -1.2354
C -10.9645 3.9060 5.9450
C 2.1899 -3.0925 1.3004
C -6.3261 2.4503 -6.4252
C -6.3423 4.9388 2.8854
C 8.7697 1.4532 -6.6304
C -4.7638 4.2230 -11.0472
C 7.6661 -7.9868 11.9260
C 5.8268 -7.4431 6.6551
```

***

Record 4
Computed, not measured: a molecular structure, C4H8OS in a non-equilibrium geometry, with wB97M-V/def2-TZVPD.

Summary:
HOMO energy, eV: -8.488
E_tot, Eh: -630.41220
Energy above the lowest of the compared OMol25 structures with the same formula, charge and spin, kcal per mole: 139.76
Kohn-Sham gap, hartree: 0.2828

```
14
C4H8OS, DFT wB97M-V/def2-TZVPD
S 1.2865 -2.9874 0.0442
O -1.4537 -0.0875 -0.7439
C 0.2651 1.4727 -0.0022
C 0.0292 -0.8270 0.8186
C -0.7607 0.4361 0.4423
C 0.6466 -1.4907 -0.3836
H -0.9641 0.8674 -1.8524
H 0.8028 0.8079 -0.7819
H -0.6148 -1.5993 1.2689
H 1.0014 1.8973 0.6518
H -1.4415 0.7861 1.1668
H 0.6452 -0.7650 -1.5570
H 0.8331 -0.6272 1.6611
H -0.2748 2.1164 -0.7327
```

***

Record 5
Computed, not measured: 6 unconnected molecules or ions with the total composition H12O5S2 in a non-equilibrium geometry, with wB97M-V/def2-TZVPD.

Summary:
<S²>: 0.7538
HOMO energy (alpha / beta), eV: -0.294 / -2.613
Net charge: -1
E_tot, Eh: -1179.73668
Energy above the lowest of the compared OMol25 structures with the same formula, charge and spin, kcal per mole: 30.96
Kohn-Sham gap (alpha / beta), hartree: 0.0902 / 0.1750
Spin multiplicity: 2

```
19
H12O5S2, DFT wB97M-V/def2-TZVPD
S -2.0610 -3.3703 -2.8429
S -0.7655 -1.5946 -2.1249
O 0.5644 3.5264 -0.0007
O -1.9249 0.8621 -0.0137
O -0.2492 0.1936 2.1495
O 4.5391 2.8641 2.1732
O 2.0084 0.9515 3.8927
H -0.3367 3.3872 0.3217
H -1.3143 0.5410 0.6651
H 4.0079 3.6782 2.2127
H 0.4413 0.8056 2.4241
H 2.5938 0.3921 4.3843
H -1.3889 -0.7453 -2.9590
H 0.6066 2.7103 -0.5313
H 5.1727 3.0808 1.4943
H -2.7843 0.5056 0.2025
H 1.9281 1.8161 4.3003
H -1.6781 -4.2369 -1.9105
H -0.5430 -0.0924 3.0148
```

***

Record 6
Computed, not measured: C9H16O in the gas phase in a non-equilibrium geometry, with wB97M-V/def2-TZVPD.

Summary:
HOMO energy (alpha / beta), eV: -7.299 / -7.300
E_tot, Eh: -427.61712
Energy above the lowest of the compared OMol25 structures with the same formula, charge and spin, kcal per mole: 80.10
Kohn-Sham gap (alpha / beta), hartree: 0.2988 / 0.2988

```
26
C9H16O, DFT wB97M-V/def2-TZVPD
O 0.0952 1.5058 -2.4811
C 0.7719 -1.3133 -0.7151
C 0.8057 1.1068 -1.3602
C 0.4994 -1.0459 1.5547
C -1.3102 -2.1497 0.4127
C -0.2112 -1.0462 0.3389
C 1.5837 2.1559 -0.6166
C -1.2622 1.1601 1.1612
C -0.8752 0.2818 0.0037
C 1.1919 -0.3845 -1.5621
H -1.9989 -1.8452 1.1831
H -1.0288 -3.1826 0.5540
H -1.7367 2.1644 0.8043
H -0.1999 -1.1015 2.3919
H 1.9283 -0.4550 -2.3379
H -1.6386 0.0365 -0.7537
H 0.9849 -2.3511 -0.9132
H -0.5047 0.8449 -2.9257
H 0.9056 2.9794 -0.5930
H 1.0709 -1.8947 1.6805
H -2.1187 0.8117 1.7830
H 1.0582 -0.0528 1.6659
H 2.5127 2.5492 -1.0145
H -1.9214 -1.9612 -0.4307
H -0.3825 1.3858 1.7368
H 1.7809 1.8012 0.4329
```

***

Record 7
Computed, not measured: a gas-phase ion, C3H7NOS (charge -2) in a non-equilibrium geometry, with wB97M-V/def2-TZVPD.

Summary:
Structure (SMILES): [O-]CNCC[S-]
HOMO energy, eV: 0.719
Net charge: -2
E_tot, Eh: -646.56165
Energy above the lowest of the compared OMol25 structures with the same formula, charge and spin, kcal per mole: 25.18
Kohn-Sham gap, hartree: 0.2040

```
13
C3H7NOS, DFT wB97M-V/def2-TZVPD
S -0.9670 -2.4671 0.0270
O 0.4155 3.0425 -1.0760
N 0.5346 1.2996 0.8211
C -0.1871 0.0820 0.9027
C 0.3918 -1.2772 0.2319
C 0.6934 1.7884 -0.8412
H -1.1598 0.0820 0.3947
H 0.7870 -1.1593 -0.7725
H 1.2077 -1.6259 0.8932
H -0.3725 -0.2591 1.9428
H 1.5468 1.3027 0.8739
H 1.7807 1.5609 -0.9083
H 0.0143 1.0945 -1.3503
```